Entry 1:
Density functional theory data (the ωB97M-V functional and the def2-TZVPD basis) for a cluster of 2 separate species, C4H4NO3 in total in a non-equilibrium geometry.

```
12
C4H4NO3 | the Open Molecules 2025 dataset | the ωB97M-V functional and the def2-TZVPD basis
O -0.88 0.17 -3.12
C 0.69 0.54 1.70
O -0.71 0.45 1.42
O 1.22 0.30 -2.11
C -0.63 -1.36 -0.11
C -1.14 -0.19 0.28
N -0.30 -2.44 -0.39
C 0.11 0.21 -2.48
H 0.98 1.43 2.40
H 1.16 0.83 0.81
H -1.60 0.44 -0.39
H 1.10 -0.37 1.99
```

Results
E_LUMO (eV): 3.558
Multiplicity: 1
Electronic energy (eV): -11844.35263
Orbital gap (eV): 5.263
Energy relative to the best compared isomer or geometry (same formula, charge and spin) (kcal per mole): 57.5
HOMO level (eV): -1.706
Net charge: -1

Atom charges from the Mulliken analysis, given in e for atoms 1 to 6: number 1, O, carries -0.424; number 2, C, carries -0.726; number 3, O, carries -0.378; number 4, O, carries -0.393; number 5, C, carries 0.482; number 6, C, carries -0.865

Entry 2:
Density functional theory data (the ωB97M-V functional and the def2-TZVPD basis) for a cluster of 2 separate species, C4H12NO2 in total in a non-equilibrium geometry.

```
19
C4H12NO2 | the Open Molecules 2025 dataset | the ωB97M-V functional and the def2-TZVPD basis
H 2.71 1.77 0.08
H -2.38 -1.05 0.06
C -1.38 -1.38 -0.20
H -0.51 2.42 -1.05
H -0.21 0.67 -1.77
C -0.30 -0.61 0.59
H -0.74 1.35 0.96
H 1.84 -0.71 0.90
H 1.29 -1.36 -0.70
C 1.07 -1.26 0.37
H -1.22 -1.22 -1.26
O 2.25 1.81 0.92
H -0.50 -0.63 1.65
H -1.27 -2.43 0.10
O -2.08 1.20 -1.15
H 1.08 -2.33 0.65
N -0.18 0.84 0.29
C -0.75 1.34 -1.05
H 1.29 1.57 0.62
```

Results
E_LUMO (eV): 4.033
Multiplicity: 1
Electronic energy (eV): -9927.52891
Orbital gap (eV): 6.808
Energy relative to the best compared isomer or geometry (same formula, charge and spin) (kcal per mole): 16.0
HOMO level (eV): -2.775
Net charge: -1

Atom charges from the Mulliken analysis, given in e for atoms 1 to 6: number 1, H, carries 0.295; number 2, H, carries 0.300; number 3, C, carries -1.309; number 4, H, carries 0.335; number 5, H, carries 0.249; number 6, C, carries 0.381

Entry 3:
Density functional theory data (the ωB97M-V functional and the def2-TZVPD basis) for a cluster of 5 separate species, H10O5 in total.

```
15
H10O5 | the Open Molecules 2025 dataset | the ωB97M-V functional and the def2-TZVPD basis
H -29.81 -6.32 22.78
O -26.50 -6.17 23.00
O -25.68 -11.41 21.99
O -28.92 -11.58 23.31
O -29.16 -7.02 22.69
H -25.70 -8.64 24.28
H -25.80 -12.14 22.60
H -26.26 -5.86 22.13
H -29.67 -7.84 22.75
H -27.42 -6.48 22.91
H -29.65 -12.09 23.65
H -29.33 -10.79 22.94
H -26.01 -10.64 22.48
O -26.16 -9.46 24.09
H -27.08 -9.27 24.28
```

Results
E_LUMO (eV): -0.151
Multiplicity: 1
Electronic energy (eV): -10399.76252
Orbital gap (eV): 10.183
Energy relative to the best compared isomer or geometry (same formula, charge and spin) (kcal per mole): 25.1
HOMO level (eV): -10.333
SMILES: O.O.O.O.O

Atom charges from the Mulliken analysis, given in e for atoms 1 to 6: number 1, H, carries 0.311; number 2, O, carries -0.642; number 3, O, carries -0.631; number 4, O, carries -0.585; number 5, O, carries -0.664; number 6, H, carries 0.325

Entry 4:
Density functional theory data (the ωB97M-V functional and the def2-TZVPD basis) for a structure of composition C22H48As4N2S4SbV.

```
82
C22H48As4N2S4SbV | the Open Molecules 2025 dataset | the ωB97M-V functional and the def2-TZVPD basis
As 1.99 4.42 2.03
H 0.31 -4.94 -4.21
C 3.12 3.78 -1.31
H -2.69 3.57 0.93
C -1.53 -0.52 4.51
C -2.01 -6.26 -0.46
H 4.07 3.42 -0.92
H 2.89 2.34 1.06
H 3.32 -0.58 0.63
C -2.30 -1.19 2.32
H -2.86 -2.16 4.17
As 1.18 -0.03 -0.63
H -0.24 1.24 4.47
N -1.51 -0.27 1.74
H -3.29 -1.78 0.59
S -4.15 -2.29 -1.75
H 0.57 -3.48 2.11
H -0.29 1.36 2.01
As -3.81 -0.25 -2.21
C 1.47 6.05 1.06
H -1.84 2.93 -3.20
C 2.19 1.52 -1.32
S -3.71 0.83 -0.24
C 0.67 -4.47 1.65
C -2.16 3.42 -2.28
S -1.52 -0.14 -2.58
H 0.41 6.05 0.83
H -1.88 -6.33 -1.54
H 1.55 -4.95 2.10
H 2.84 -1.13 -2.18
H 0.67 3.48 -2.41
C -0.83 0.58 2.53
C -0.80 0.52 3.90
H -0.21 -5.04 1.95
H -2.48 -4.77 1.05
H 3.24 1.25 -1.19
H -3.20 3.15 -2.10
H -1.51 -0.64 5.58
H 1.59 -2.29 -1.70
H 2.05 6.23 0.15
H 2.05 -0.05 1.76
C -1.69 3.90 0.65
H 1.15 2.26 1.09
H -1.73 4.93 0.32
H 2.00 1.52 -2.40
H -2.79 -6.96 -0.18
H 0.59 4.60 -1.07
C 3.92 4.79 2.04
H 1.66 6.87 1.75
H -0.75 -2.87 -3.27
As -1.09 2.76 -0.81
C 0.31 -4.76 -3.14
C -2.36 -4.84 -0.04
V -1.42 0.27 -0.37
H 4.31 5.03 1.05
H 1.29 -4.35 -2.88
H -2.04 4.50 -2.35
C 0.65 3.54 -1.32
H 0.23 -5.73 -2.64
H 1.22 -1.07 -2.93
H 2.00 -1.68 1.08
C 0.78 -4.37 0.14
N -3.09 -1.97 1.57
H 3.16 3.72 -2.40
C 1.77 -1.26 -2.01
C 1.99 2.88 0.75
H 3.01 4.83 -1.05
C -2.27 -1.36 3.73
H 0.85 -5.37 -0.31
H -3.76 -2.56 2.04
C -0.82 -3.82 -2.74
H -1.08 -6.60 0.01
C 1.96 2.94 -0.77
H -1.03 3.81 1.51
H 4.11 5.62 2.71
H 1.68 -3.83 -0.15
S -4.76 0.84 -3.69
Sb -0.96 -3.32 -0.64
C 2.26 -0.64 0.87
H 4.45 3.92 2.43
H -3.32 -4.53 -0.47
H -1.79 -4.23 -3.01
```

Results
E_LUMO (spin up / spin down) (eV): -0.660 / 0.004
Multiplicity: 3
Electronic energy (eV): -345495.61341
Orbital gap (spin up / spin down) (eV): 6.601 / 7.258
Energy relative to the best compared isomer or geometry (same formula, charge and spin) (kcal per mole): 10.5
HOMO level (spin up / spin down) (eV): -7.261 / -7.254

Atom charges from the Mulliken analysis, given in e for atoms 1 to 6: number 1, As, carries 0.393; number 2, H, carries 0.404; number 3, C, carries -2.049; number 4, H, carries 0.431; number 5, C, carries -0.407; number 6, C, carries -1.186